{"formula": "C3H8N2O", "method": "ωB97M-V/def2-TZVPD", "spin_multiplicity": 1, "molar_mass_g_mol": 88.110, "homo_lumo_gap_ev": 10.37, "max_force_ha_per_bohr": 0.020, "elements": ["H", "H", "C", "H", "H", "H", "H", "N", "H", "C", "C", "N", "H", "O"], "positions_angstrom": [[-0.259, -1.986, -1.919], [1.887, -0.252, 0.816], [1.213, 0.514, 0.435], [0.679, 2.254, 1.344], [1.365, 0.610, -0.643], [-0.155, -0.574, 1.598], [-0.917, 0.831, 1.034], [1.544, 1.773, 1.134], [0.560, -2.018, -0.372], [-0.860, -0.627, -0.484], [-0.225, 0.064, 0.713], [-0.217, -1.737, -0.947], [2.030, 2.443, 0.543], [-1.852, -0.160, -0.993]], "forces_ev_per_angstrom": [[-0.153, -0.156, 0.049], [0.150, -0.128, -0.222], [0.082, 0.818, -0.095], [-0.081, -0.013, 0.200], [0.048, -0.037, -0.025], [-0.275, -0.399, -0.150], [0.080, 0.528, -0.338], [-0.381, 0.230, -0.078], [0.196, -0.277, -0.535], [-0.172, 0.443, 0.323], [0.211, -0.759, 0.685], [0.317, 0.193, 0.718], [0.191, -0.437, -0.042], [-0.213, -0.005, -0.489]], "lowdin_charge": [0.11, 0.10, -0.28, 0.05, 0.11, 0.12, 0.11, -0.01, 0.10, -0.56, -0.12, 0.16, 0.06, 0.06]}